1.
C39H43AsBaN4O3Si as an isolated structure at a distorted geometry, computed with the ωB97M-V functional and the def2-TZVPD basis.

Structure (XYZ):
```
92
Properties=species:S:1:pos:R:3:forces:R:3
Ba 0.121283 0.367007 -0.252153 -1.7 1.8 1.8
C -2.930664 -1.621042 -0.773724 -0.1 0.0 0.0
C -2.741089 -2.944223 -1.163607 0.0 0.0 0.1
C -2.357801 -3.892864 -0.220081 0.1 0.1 0.0
C -2.132883 -3.518242 1.101504 0.0 0.0 -0.1
C -2.326469 -2.197817 1.489046 0.0 0.0 0.0
C -2.741422 -1.253485 0.556947 -0.1 0.0 -0.1
H -3.263880 -0.889210 -1.503316 0.1 -0.1 0.0
H -2.914968 -3.228537 -2.198396 0.0 0.0 0.1
H -2.225795 -4.928560 -0.513787 0.0 0.1 0.0
H -1.815025 -4.256183 1.829136 0.0 0.0 0.0
H -2.175598 -1.910274 2.522885 0.0 0.0 0.0
H -2.954142 -0.234243 0.872543 0.1 0.0 0.0
O 2.227373 0.709960 1.269546 0.5 0.7 1.0
C 2.358728 1.544846 2.452845 -0.2 -0.4 -0.3
C 1.694063 0.918272 3.669641 -0.1 -0.1 0.0
C 0.209308 0.564952 3.458228 0.1 0.2 -0.1
C -0.587748 1.768778 3.013642 0.1 -0.1 -0.3
C -0.953791 2.757349 3.915896 -0.1 0.1 0.1
C -1.647452 3.867688 3.461818 0.0 0.0 0.1
C -1.946166 3.978329 2.112281 0.0 0.0 0.0
C -1.523121 2.967838 1.269303 0.2 -0.3 0.2
N -0.857466 1.876904 1.703240 -0.6 1.0 0.9
H 2.546248 -0.168921 1.527597 0.2 -0.2 0.0
H 1.901528 2.503066 2.207540 0.0 0.0 -0.1
H 3.411159 1.719764 2.668804 0.1 0.0 -0.1
H 1.794536 1.620032 4.504819 0.0 0.0 0.0
H 2.234591 0.010018 3.937133 0.0 0.0 0.0
H -0.202772 0.173227 4.390106 0.0 0.0 0.0
H 0.121946 -0.233862 2.710774 0.0 0.1 0.1
H -0.704773 2.643803 4.965624 0.0 0.0 -0.1
H -1.955192 4.640246 4.157562 0.0 0.0 0.0
H -2.498932 4.821618 1.710478 0.1 -0.1 0.1
H -1.713627 3.011968 0.202957 0.0 -0.1 0.1
C 2.418600 -1.296740 -3.431842 -0.1 0.0 0.1
As 2.293292 0.205475 -2.187389 1.8 0.0 -1.6
C 2.654371 1.647560 -3.460796 -0.1 0.0 0.0
C 4.084471 0.052991 -1.420581 0.0 -0.1 0.0
H 3.287972 -1.179955 -4.072165 0.1 0.0 -0.1
H 1.522237 -1.342640 -4.049500 0.0 0.0 0.0
H 2.501528 -2.224425 -2.868398 0.0 0.0 0.0
H 3.521042 1.414278 -4.074306 0.1 0.0 -0.1
H 2.839719 2.572459 -2.916445 0.0 0.0 0.0
H 1.783110 1.797302 -4.097145 0.0 0.0 0.0
H 4.827931 -0.044493 -2.208837 0.1 0.0 0.0
H 4.129209 -0.820751 -0.768692 0.0 0.0 0.0
H 4.292981 0.935387 -0.821699 0.0 0.1 0.0
O -1.086197 1.641477 -1.623802 -1.7 1.5 -1.9
Si -2.303497 2.161873 -2.549796 0.4 -0.2 0.1
C -1.758882 3.483741 -3.765638 0.2 0.3 -0.2
C -0.473948 4.040472 -3.680294 -0.1 0.0 -0.1
C -0.052763 5.031992 -4.567619 -0.2 -0.1 0.0
C -0.917280 5.484625 -5.557265 -0.1 -0.1 0.1
C -2.199782 4.945047 -5.661551 0.1 -0.1 0.1
C -2.612841 3.954757 -4.775334 0.2 0.0 0.0
C -3.006191 0.740297 -3.567507 -0.1 -0.3 -0.2
C -4.362797 0.591398 -3.892508 0.2 -0.1 0.0
C -4.807801 -0.482570 -4.667227 0.2 0.1 0.1
C -3.900998 -1.427049 -5.137180 0.0 0.1 0.1
C -2.546667 -1.296538 -4.835947 -0.1 0.1 0.1
C -2.109987 -0.226057 -4.061465 -0.3 0.0 0.0
C -3.707342 2.889369 -1.526847 -0.3 0.2 0.2
C -4.545964 2.051685 -0.770192 0.1 0.1 0.0
C -5.529756 2.568061 0.066486 0.1 0.1 -0.1
C -5.700968 3.946873 0.165505 0.1 0.0 -0.1
C -4.889561 4.799817 -0.575448 0.1 -0.2 -0.1
C -3.904903 4.276494 -1.414750 -0.1 -0.3 0.1
H 0.205289 3.688087 -2.905325 -0.1 0.0 -0.1
H 0.946372 5.448314 -4.487038 -0.1 0.0 0.0
H -0.594340 6.254624 -6.249712 0.0 0.0 0.0
H -2.873042 5.295026 -6.436663 0.0 0.0 0.0
H -3.615274 3.537707 -4.876084 0.2 0.1 0.0
H -5.088330 1.313810 -3.522801 0.1 -0.1 -0.1
H -5.862496 -0.583304 -4.900681 0.1 0.0 0.0
H -4.246497 -2.261563 -5.739018 0.0 0.1 0.1
H -1.835967 -2.027773 -5.208621 0.0 0.1 0.0
H -1.051421 -0.137185 -3.826528 -0.1 0.0 0.0
H -4.429126 0.967413 -0.833487 0.0 0.2 0.0
H -6.162459 1.899049 0.638657 0.0 0.0 0.0
H -6.470310 4.353235 0.812578 0.0 0.0 0.0
H -5.026236 5.872899 -0.505899 0.0 0.0 0.0
H -3.280976 4.958559 -1.987888 -0.1 -0.1 0.0
N 0.778061 -3.704474 -1.226928 0.0 -0.2 -0.1
C 1.143358 -2.940534 -0.177074 -0.1 0.4 0.2
O 0.715758 -1.730071 -0.123222 1.4 -4.4 0.1
C 2.013025 -3.488848 0.786346 0.5 -0.1 0.4
C 2.371413 -4.873848 0.710376 -0.1 0.4 0.3
N 2.581767 -6.007955 0.624032 0.0 0.3 -0.1
C 2.588469 -2.621784 1.763770 -0.3 -0.5 -0.6
N 3.057304 -1.872186 2.509045 -0.1 0.0 0.0
H 0.962410 -4.695984 -1.219707 0.0 0.1 0.0
H 0.013058 -3.369573 -1.780995 -0.2 0.0 -0.1
```
Forces are in eV/Å.

Results
- multiplicity = 1
- energy relative to the best compared isomer or geometry (same formula, charge and spin) (eV) = 1.969
- calculated total energy (eV) = -122658.111
- charge = 0

---

2.
C39H43Br2F4N4O8PS as an isolated structure at a distorted geometry, computed with the ωB97M-V functional and the def2-TZVPD basis.

Structure (XYZ):
```
102
Properties=species:S:1:pos:R:3:forces:R:3
C 5.300728 -2.172229 1.764661 0.6 -0.6 -0.7
C 5.206518 -2.235525 0.547204 1.3 0.5 -0.2
C 5.445796 -2.090584 -0.997994 -0.6 0.0 1.3
C 5.031185 -0.632773 -1.394299 -0.3 1.1 -0.7
C 6.003787 0.459271 -1.050519 -1.3 0.3 -0.4
C 7.385643 0.103392 -0.355391 -1.0 1.4 -0.1
N 8.403149 0.129869 -1.429757 -0.4 -0.7 0.3
C 5.710050 1.876094 -1.369673 -1.9 -2.5 -1.7
P 6.814864 3.332534 -1.046242 0.0 2.4 2.0
O 8.397421 2.924839 -0.665204 -1.3 0.3 -1.8
O 6.907284 4.376571 -2.394618 1.0 -2.0 1.0
S 6.136520 4.425083 0.413634 0.1 -0.8 -0.5
C 4.372330 2.152501 -2.022654 0.4 -1.7 -0.8
C 3.969059 3.632349 -2.346854 -0.8 1.1 1.7
O 3.472693 4.275783 -1.439731 0.7 -1.0 -1.4
N 4.179202 4.309337 -3.614887 1.8 -2.5 0.4
C 4.502221 3.413180 -4.713882 -1.5 0.5 -2.3
O 3.781163 3.393922 -5.670118 1.6 -0.3 1.2
F 5.643271 2.606124 -4.737806 -1.3 1.3 1.0
C 3.427910 1.069146 -2.364382 1.4 -0.6 1.0
C 3.755401 -0.366156 -2.066168 1.3 2.6 0.7
C 2.714499 -1.434668 -2.497293 -1.2 -0.9 -0.3
O 3.021747 -2.547459 -2.899577 0.4 1.4 0.7
C 1.178215 -1.086374 -2.476101 -0.9 2.0 0.3
C 0.120207 -2.071120 -2.205381 -0.9 1.1 -0.5
C 0.445238 -3.570862 -1.863298 0.5 -0.1 0.0
N 1.154097 -3.742017 -0.564912 -1.2 -0.1 -0.4
C 0.234279 -3.728502 0.597637 0.9 0.1 1.6
C -1.308084 -1.648388 -2.253254 0.4 1.7 -0.6
C -2.510640 -2.651725 -2.023729 1.8 1.0 -0.8
C -3.248798 -3.023080 -3.221675 -1.5 -1.4 1.2
C -4.419222 -3.920422 -3.110970 2.1 1.4 3.0
C -4.672269 -4.318438 -1.709383 1.2 1.0 -1.5
C -3.777676 -3.856014 -0.659737 -0.8 -0.8 0.7
N -2.676467 -3.026549 -0.711200 -2.7 -1.4 -3.7
C -1.675484 -0.235150 -2.550568 2.5 -1.2 0.3
C -3.164361 0.280308 -2.620045 0.4 -0.2 -0.2
C -3.560809 1.200238 -1.377281 0.0 -0.3 -0.8
C -4.882121 0.757679 -0.644204 -0.1 1.0 0.1
F -5.930199 0.420537 -1.517221 1.4 0.7 0.9
Br -4.638287 -0.772145 0.575672 0.5 0.4 -1.0
C -5.347180 2.020217 0.269175 0.5 -1.1 0.3
F -4.215295 2.396845 1.003147 -1.7 0.1 -1.4
F -5.817188 3.060681 -0.498727 0.9 -1.5 1.3
Br -6.669926 1.391277 1.598384 0.0 1.3 -0.6
C -0.558852 0.744044 -2.791650 -2.0 -0.8 0.3
C -0.997128 2.228633 -3.105663 0.4 -1.0 -1.0
C -1.189359 2.536331 -4.452217 0.1 0.0 1.0
C 0.858757 0.361198 -2.764830 -1.2 -2.1 0.8
C 2.043984 1.358477 -3.053886 -0.8 -0.3 -0.1
O 1.861324 2.288268 -3.816675 0.8 -0.8 1.2
H 5.628703 -2.263283 2.826192 -0.9 0.2 -1.5
H 4.874019 -2.899338 -1.520909 0.3 1.1 0.3
H 6.535593 -2.255436 -1.248100 -1.2 0.2 0.5
H 7.530144 0.924062 0.422745 -0.1 -0.9 -0.8
H 7.349066 -0.859009 0.216305 0.0 0.8 -0.8
H 9.350229 0.233662 -1.066587 -0.5 0.2 -0.2
H 8.187727 0.834428 -2.137616 0.3 -0.3 0.6
H 8.959059 3.675823 -0.946155 -0.2 -0.5 0.4
H 7.785811 4.809119 -2.322224 -0.8 -0.1 -0.3
H 4.881969 5.059487 -3.527287 -0.5 -0.4 0.2
H 1.090485 -4.025792 -2.662283 -0.6 0.7 0.6
H -0.474937 -4.226058 -1.795845 0.9 1.1 -0.2
H 1.882892 -3.038299 -0.436065 -0.3 -0.3 -0.1
H -0.758834 -4.209902 0.411575 1.0 0.6 -0.1
H 0.104720 -2.693710 1.049755 -0.3 -1.1 -0.7
H 0.730968 -4.339299 1.417915 -0.6 0.7 -0.9
H -2.936061 -2.632384 -4.222243 -0.2 -0.3 1.2
H -5.044526 -4.217454 -3.984586 0.7 0.2 1.0
H -5.545280 -4.972541 -1.458873 1.1 0.7 -0.1
H -4.015346 -4.231455 0.381569 0.3 0.5 -1.3
H -3.238308 0.842114 -3.600696 -0.1 -0.4 1.3
H -3.919973 -0.546519 -2.683028 1.0 0.5 0.0
H -2.715791 1.182054 -0.633409 -1.0 0.3 -0.7
H -3.742585 2.239292 -1.784753 0.3 -1.0 0.7
H -1.090821 2.947811 -2.251812 1.6 -0.3 -1.0
H -1.956626 1.949402 -5.036007 2.1 -0.4 0.1
H -0.563401 3.306606 -4.994154 -1.9 0.2 1.0
C -6.258481 2.815937 5.914270 0.2 -0.1 -0.2
C -7.590294 3.233470 5.310382 0.0 -0.1 0.7
C -8.304423 4.247674 6.190383 -0.2 0.2 -0.1
O -8.417918 2.082584 5.144469 -0.1 0.0 -0.3
H -6.404809 2.343823 6.890883 -0.1 0.1 0.0
H -5.763023 2.079644 5.277170 0.0 0.1 0.0
H -5.594258 3.674224 6.038102 0.0 -0.1 0.0
H -7.425416 3.659754 4.318093 -0.1 -0.2 0.0
H -8.520240 3.824076 7.176234 0.1 0.0 0.0
H -9.263349 4.529420 5.749687 0.1 0.0 0.0
H -7.702207 5.149339 6.322820 0.0 0.0 0.0
H -8.569584 1.697701 6.016548 0.0 0.1 -0.1
C 0.175190 -3.903689 5.462423 0.2 -0.1 0.0
C -0.149040 -2.784280 4.485087 -0.5 -0.2 0.4
C -0.885396 -1.645172 5.173123 0.1 0.3 -0.1
O -0.951719 -3.297050 3.423928 0.1 0.0 -0.2
H -0.740366 -4.326384 5.887775 0.0 0.1 0.0
H 0.693896 -4.718965 4.952898 0.0 0.1 0.0
H 0.805505 -3.544871 6.279340 0.0 0.0 0.0
H 0.774477 -2.407881 4.038358 -0.1 -0.1 -0.2
H -1.836845 -1.991590 5.588676 0.1 -0.1 0.1
H -1.121144 -0.853913 4.457888 0.1 0.0 0.0
H -0.286887 -1.218788 5.981441 -0.1 0.0 0.0
H -1.771758 -3.632991 3.806739 0.1 0.1 0.0
```
Forces are in eV/Å.

Results
- multiplicity = 1
- calculated total energy (eV) = -234550.351
- charge = 0

---

3.
C39H43ClIrP2Si2 as an isolated structure at a distorted geometry, computed with the ωB97M-V functional and the def2-TZVPD basis.

Structure (XYZ):
```
88
Properties=species:S:1:pos:R:3:forces:R:3
C -1.828983 -0.477837 0.906076 -1.6 0.3 -0.2
C -2.338140 -0.029777 -0.364146 -0.7 -1.0 0.9
C -2.027456 -1.036922 -1.344058 -0.7 -0.4 0.5
H -2.886412 0.887146 -0.543917 0.1 -0.1 0.1
C -1.290170 -2.080638 -0.687697 -1.2 -0.3 1.1
C -1.201727 -1.742097 0.711229 -0.7 -1.2 -0.5
H -0.742435 -2.343444 1.485695 -0.2 0.2 -0.1
H -1.898987 0.056920 1.848014 0.0 -0.1 -0.2
H -2.296967 -1.018236 -2.393636 0.1 -0.1 0.2
H -0.898026 -2.973086 -1.159725 -0.1 0.1 0.1
Ir -0.089246 -0.186295 -0.639576 2.3 1.2 -2.0
Si 0.805873 0.358989 -2.784563 -0.5 0.1 -1.5
C -0.036307 1.898009 -3.452837 0.2 -0.5 0.2
C 0.709957 2.905614 -4.079656 0.1 -0.1 -0.3
H 1.790422 2.780231 -4.196361 -0.3 0.1 0.0
C 0.078299 4.036357 -4.602386 0.1 0.2 -0.3
H 0.661022 4.774141 -5.157308 -0.1 -0.1 0.3
C -1.293844 4.212020 -4.446676 -0.3 -0.1 0.0
H -1.789267 5.092409 -4.858287 0.2 -0.2 0.2
C -2.037766 3.238884 -3.773134 0.1 0.1 -0.1
H -3.109987 3.362250 -3.636249 0.2 0.0 0.0
C -1.414877 2.087905 -3.287487 -0.3 0.1 -0.2
H -2.028411 1.331518 -2.786612 0.3 0.2 -0.2
C 0.226996 -1.222533 -3.678923 0.8 0.8 0.3
C -0.803555 -1.162826 -4.619721 -0.3 -0.3 -0.2
H -1.262595 -0.205832 -4.874278 0.0 -0.2 0.2
C -1.261825 -2.324092 -5.245507 -0.1 0.2 0.0
H -2.060534 -2.250217 -5.987949 0.3 -0.1 0.2
C -0.705732 -3.558968 -4.922942 0.0 -0.1 0.0
H -1.055235 -4.463572 -5.421418 0.0 0.2 0.2
C 0.333852 -3.631477 -3.991498 0.1 0.1 -0.1
H 0.772444 -4.598982 -3.732951 -0.1 0.3 -0.1
C 0.824694 -2.462682 -3.412810 -0.2 -0.5 0.2
H 1.678628 -2.525195 -2.735392 -0.2 0.0 -0.1
H 2.145412 0.761546 -2.278171 0.0 -0.3 -0.5
Si 2.289460 0.207386 -6.705389 1.7 -1.3 -0.1
C 1.627172 -1.347511 -7.487033 -0.1 -0.2 -0.1
C 0.883895 -1.279311 -8.683307 0.0 -0.1 0.2
H 0.639342 -0.305189 -9.114556 0.1 -0.3 0.0
C 0.464138 -2.441569 -9.337577 0.0 0.1 0.0
H -0.075771 -2.363304 -10.281286 0.1 0.0 0.3
C 0.736202 -3.696756 -8.787799 0.1 0.3 0.2
H 0.406186 -4.608123 -9.289624 0.1 0.3 0.2
C 1.452881 -3.774309 -7.591034 0.1 0.1 0.0
H 1.637386 -4.744063 -7.129049 0.1 0.2 -0.2
C 1.933345 -2.618256 -6.972836 -0.2 0.0 0.0
H 2.534036 -2.703433 -6.065775 -0.2 0.0 -0.2
C 1.247250 1.622595 -7.315863 1.8 1.2 -0.7
C -0.140282 1.716698 -7.141059 -0.5 -0.2 0.7
H -0.647757 1.043041 -6.447354 0.1 0.2 -0.2
C -0.872998 2.684336 -7.832923 -0.6 1.6 -1.2
H -1.948566 2.751574 -7.674087 0.3 0.0 -0.1
C -0.241335 3.553710 -8.725586 -1.6 -0.5 0.7
H -0.827092 4.290902 -9.281666 0.2 -0.3 0.2
C 1.142399 3.468367 -8.908879 0.2 0.4 -0.3
H 1.641838 4.118944 -9.624365 -0.1 -0.1 0.1
C 1.884929 2.536820 -8.182032 0.1 -1.7 1.3
H 2.967226 2.476456 -8.308828 -0.3 0.0 0.0
H 3.690942 0.507196 -7.113418 -0.5 0.2 -0.3
Cl 2.801249 -0.089853 -4.687005 0.2 0.3 -1.0
C 3.467044 -0.353805 -0.114425 0.8 -0.2 -0.1
P 1.837063 -0.847312 0.451808 -0.1 0.1 1.6
C 1.987638 -2.606875 0.795704 0.5 -0.4 0.4
C 1.629392 0.054576 2.070651 0.3 -0.6 -0.4
C 2.040122 -0.464209 3.294746 -0.1 0.3 0.3
C 1.801088 0.265866 4.467982 0.0 0.0 -0.2
C 1.157061 1.504911 4.404890 0.0 -0.1 -0.1
C 0.743721 2.023268 3.171406 0.3 -0.2 0.2
C 0.995645 1.305300 2.004200 -0.1 0.3 -0.4
P 0.433216 1.840972 0.316190 -0.1 0.1 2.0
C -1.012682 2.871472 0.605378 -0.1 0.9 0.3
C 1.700661 2.908577 -0.370352 0.2 0.6 0.0
H 3.504097 -0.303867 -1.206340 0.1 0.0 0.2
H 4.179231 -1.114990 0.232775 0.0 0.3 -0.1
H 3.756052 0.612320 0.315488 -0.1 -0.2 -0.2
H 2.782062 -2.761524 1.537535 -0.1 -0.2 -0.2
H 1.058011 -3.040531 1.172520 0.3 0.1 -0.1
H 2.261256 -3.121091 -0.136306 0.0 0.1 0.2
H 2.536198 -1.432040 3.345988 -0.1 0.2 0.1
H 2.123901 -0.138694 5.427520 -0.1 0.1 -0.2
H 0.982824 2.073812 5.321017 0.0 -0.2 -0.3
H 0.234127 2.983927 3.129746 0.1 -0.2 0.0
H -0.704895 3.821450 1.059982 -0.2 0.0 -0.1
H -1.504981 3.083836 -0.351360 0.1 0.0 0.2
H -1.735451 2.384869 1.273677 0.3 0.0 -0.2
H 2.668432 2.397137 -0.418454 -0.3 0.1 0.0
H 1.790372 3.789176 0.278530 0.1 -0.1 -0.2
H 1.403902 3.220688 -1.379905 0.1 0.0 0.2
```
Forces are in eV/Å.

Results
- multiplicity = 6
- ⟨S²⟩ = 8.781
- energy relative to the best compared isomer or geometry (same formula, charge and spin) (eV) = 0.000
- calculated total energy (eV) = -90816.103
- charge = +2